Arrangement one

Formula: C17H68N34O17
Source: the Open Molecules 2025 dataset
Level of theory: ωB97M-V/def2-TZVPD

Calculated values
Highest occupied orbital energy = -0.3491 Ha
2S+1 = 1
Orbital gap = 9.65 eV

```
136
C17H68N34O17 (ωB97M-V/def2-TZVPD)
C -2.3576 2.0251 -0.6271
O -2.2776 0.9414 0.0064
N -2.0536 3.2764 -0.2437
N -2.8685 1.8794 -1.9093
H -2.0617 3.9992 -0.9033
H -1.5717 3.4188 0.7033
H -2.7193 2.6237 -2.6078
H -2.4371 1.0508 -2.2993
C -1.2906 0.0138 -4.3982
O -1.2294 -0.2514 -3.1748
N -2.2520 -0.6126 -5.1956
N -0.5210 0.9521 -5.0381
H -2.4135 -0.4004 -6.1403
H -2.9003 -1.2180 -4.6668
H 0.2600 1.2144 -4.4182
H -0.0922 0.6264 -5.9053
C 6.0947 -0.4848 -1.0880
O 7.2324 0.0154 -1.0683
N 5.6064 -1.2584 -0.0429
N 5.2485 -0.3754 -2.1487
H 4.6309 -1.5061 0.0039
H 6.0713 -1.4470 0.7892
H 4.3251 -0.8415 -2.1157
H 5.5875 -0.0562 -3.0715
C -2.5349 -2.2304 1.7169
O -2.6807 -3.2879 1.1296
N -3.1891 -1.0894 1.4171
N -1.7522 -2.3753 2.8306
H -3.5596 -0.9868 0.5052
H -2.9625 -0.1592 1.7588
H -1.0553 -3.0727 2.8200
H -1.4576 -1.4617 3.1822
C -3.7782 -2.0224 6.3508
O -4.6754 -1.3380 5.8770
N -3.1275 -3.0473 5.6721
N -3.2246 -1.7593 7.5819
H -3.1722 -3.0679 4.6223
H -2.2188 -3.3852 5.9710
H -2.6793 -2.3891 8.0078
H -3.9288 -1.3470 8.1632
C -0.3769 -4.7366 -4.1323
O 0.7403 -5.0684 -4.5520
N -1.3791 -4.2958 -4.9424
N -0.7139 -4.8315 -2.7869
H -1.2021 -4.1152 -5.9239
H -2.1882 -3.8309 -4.5240
H -1.4204 -4.1741 -2.4746
H 0.0316 -4.9999 -2.1613
C -4.1128 -2.9272 -2.3775
O -3.8630 -2.6430 -3.5800
N -3.1875 -2.6108 -1.4566
N -5.1790 -3.6334 -2.0373
H -3.0818 -2.9862 -0.4695
H -2.5524 -1.8658 -1.7125
H -5.5333 -3.6125 -1.1168
H -5.7199 -3.7796 -2.8854
C 0.5233 3.9933 1.7901
O -0.5437 3.7753 2.3411
N 0.6423 4.7490 0.6848
N 1.6376 3.3451 2.2446
H 1.5759 4.8036 0.2940
H -0.1236 5.2700 0.2371
H 2.5055 3.1488 1.7194
H 1.4795 2.9648 3.1707
C 1.4355 -0.9302 6.0712
O 2.4824 -1.4833 6.4693
N 0.1900 -1.3566 6.3294
N 1.4839 0.1875 5.2506
H 0.1018 -1.7134 7.2904
H -0.4916 -0.6377 6.1700
H 2.4371 0.4206 4.9241
H 0.6102 0.5116 4.8286
C 4.7185 -1.7199 3.6926
O 5.6756 -1.8729 2.9580
N 3.4961 -1.0213 3.3012
N 4.7601 -1.9618 5.0387
H 3.4438 -0.8066 2.3163
H 2.6440 -1.5888 3.5336
H 3.9850 -1.6760 5.6122
H 5.5601 -2.3611 5.4275
C 0.2702 4.5263 -2.3439
O -0.8549 5.0231 -2.3390
N 1.4145 5.3124 -2.4168
N 0.3381 3.1553 -2.2046
H 1.3275 6.3489 -2.0781
H 2.3047 4.9285 -2.0610
H -0.5140 2.5982 -2.3458
H 1.1876 2.6284 -2.2801
C -2.1942 1.2857 4.2354
O -1.2375 0.4563 4.1243
N -3.4625 0.8312 4.2798
N -2.0637 2.6487 4.2947
H -3.4477 -0.1329 4.5073
H -4.2734 1.3907 4.6112
H -2.9600 3.0915 4.1203
H -1.2991 2.9287 3.7215
C 2.6695 1.5430 -4.9735
O 2.0850 0.7873 -5.7710
N 2.8620 1.3004 -3.6345
N 3.0811 2.7864 -5.4028
H 2.7873 0.2820 -3.4872
H 3.4208 1.9362 -3.0413
H 2.7475 3.1663 -6.3010
H 2.9890 3.4376 -4.6249
C 4.4980 2.9557 -0.4894
O 3.5236 3.6818 -0.7613
N 5.7776 3.1575 -1.0242
N 4.3904 1.8775 0.3833
H 6.4600 2.4064 -1.0206
H 6.1646 4.0591 -1.2761
H 5.1312 1.2319 0.2496
H 3.4505 1.5120 0.3449
C -6.3290 -0.2922 -0.3869
O -7.0538 -1.2056 -0.7652
N -6.6549 0.5716 0.6070
N -5.1964 0.1087 -1.0495
H -6.2182 1.4353 0.7498
H -7.5898 0.4945 0.9504
H -4.7503 0.9801 -0.9005
H -4.9204 -0.3097 -1.9220
C 2.1386 -2.2899 -3.5456
O 2.3390 -1.2228 -2.9514
N 2.5686 -3.5098 -3.2148
N 1.4174 -2.2707 -4.6904
H 2.1656 -4.2834 -3.7522
H 2.8119 -3.7427 -2.2681
H 1.4268 -1.4116 -5.1867
H 1.4075 -3.0150 -5.3708
C 1.1468 0.2954 0.3926
O 2.3213 0.2849 0.8168
N 0.8561 0.3981 -0.9524
N 0.1325 0.2645 1.2698
H -0.1412 0.3084 -1.1696
H 1.4350 -0.2005 -1.5134
H 0.4012 0.4059 2.2372
H -0.7933 0.5695 1.0117
```

=====

Arrangement two

Formula: C17H68N34O17
Source: the Open Molecules 2025 dataset
Level of theory: ωB97M-V/def2-TZVPD

Calculated values
Highest occupied orbital energy = -0.3376 Ha
2S+1 = 1
Orbital gap = 8.71 eV

```
136
C17H68N34O17 (ωB97M-V/def2-TZVPD)
C -4.3414 -1.5185 -1.1880
O -4.8597 -2.4210 -1.8000
N -4.9135 -0.3195 -0.8699
N -3.0111 -1.5185 -0.8273
H -4.4327 0.4213 -0.3845
H -5.8824 -0.1572 -1.1094
H -2.5454 -0.8116 -0.2640
H -2.4527 -2.3381 -1.0210
C 5.7982 1.4741 -0.1920
O 5.2475 1.1341 0.7944
N 5.7903 2.7528 -0.7374
N 6.4922 0.5914 -1.0323
H 6.3604 3.0314 -1.5235
H 5.1909 3.4507 -0.3131
H 6.2796 -0.3785 -0.8146
H 6.7425 0.8853 -1.9643
C -4.3493 4.3262 -1.8783
O -4.5977 5.3990 -1.4057
N -4.8610 3.7655 -3.0551
N -3.3921 3.4969 -1.2991
H -5.6943 4.1845 -3.4466
H -4.7955 2.7611 -3.1630
H -2.9618 3.9609 -0.4989
H -2.9947 2.7101 -1.8105
C -1.8996 3.1686 2.2744
O -2.0679 4.1430 2.9627
N -1.2260 3.1527 1.0433
N -2.4022 1.8939 2.5137
H -0.5650 3.8767 0.7801
H -1.0191 2.2915 0.5513
H -3.1226 1.7877 3.2120
H -2.2909 1.1273 1.8547
C -1.0259 5.6024 -4.5812
O -0.2402 4.9020 -5.1453
N -1.7220 5.2381 -3.4521
N -1.3906 6.8671 -5.0001
H -1.4417 4.3912 -2.9776
H -2.4583 5.7758 -3.0059
H -0.8848 7.2936 -5.7606
H -2.0662 7.4649 -4.5378
C 2.7696 0.0312 -4.9745
O 3.1420 0.3672 -6.0445
N 3.3281 0.4417 -3.7499
N 1.7274 -0.8270 -4.6881
H 4.1915 0.9750 -3.8350
H 3.2283 -0.0863 -2.8872
H 1.1401 -1.1448 -5.4508
H 1.5630 -1.2626 -3.7913
C 1.4959 5.2610 -1.2502
O 1.2884 5.8992 -2.2428
N 2.4571 4.3164 -1.0571
N 0.6277 5.4069 -0.1419
H 3.0508 4.0759 -1.8380
H 2.3955 3.6142 -0.3313
H -0.1145 6.0618 -0.3533
H 0.9426 5.1009 0.7798
C 2.4539 -2.8243 -1.5763
O 2.7209 -1.6773 -1.9373
N 1.3073 -3.5053 -1.9510
N 3.1741 -3.5703 -0.6981
H 0.7708 -3.0107 -2.6586
H 1.4152 -4.5059 -2.0140
H 4.0642 -3.2152 -0.3727
H 2.7330 -4.3124 -0.1782
C -2.6350 -1.8894 3.0610
O -3.1287 -0.9768 3.7112
N -3.3872 -2.6426 2.1973
N -1.3108 -2.2602 3.0557
H -2.9698 -3.3479 1.6001
H -4.3770 -2.4253 2.1646
H -0.7446 -1.8663 3.7961
H -1.1152 -3.2183 2.7861
C 0.5323 -4.9661 3.0468
O -0.6435 -4.9092 2.6061
N 1.5230 -5.5959 2.3246
N 0.9100 -4.3979 4.1929
H 2.4996 -5.4831 2.5740
H 1.2425 -6.4014 1.7819
H 0.2896 -3.7688 4.6926
H 1.8521 -4.2938 4.5410
C -1.9308 1.1063 -3.8429
O -2.1574 1.2910 -2.6027
N -1.9961 1.9969 -4.8463
N -1.6416 -0.1487 -4.3177
H -2.3453 2.9463 -4.7365
H -1.4859 1.8092 -5.7012
H -1.6765 -0.9125 -3.6591
H -1.6280 -0.2603 -5.3212
C 3.4363 -1.2091 3.2562
O 3.3620 -1.6069 4.3797
N 3.6182 0.0916 2.8189
N 3.3230 -2.0785 2.1523
H 3.5728 0.8138 3.5282
H 3.8991 0.3210 1.8811
H 3.7272 -1.7873 1.2696
H 3.4974 -3.0494 2.3874
C -6.7690 0.9922 3.9780
O -7.5274 1.2329 3.0672
N -7.1152 0.8097 5.3124
N -5.4419 0.8201 3.7807
H -6.4424 0.3995 5.9526
H -8.0826 0.8324 5.5871
H -4.7585 0.5360 4.4764
H -5.1005 0.7265 2.8354
C -2.3742 -6.0389 -0.9293
O -2.6043 -6.5316 0.1258
N -3.1835 -5.7762 -1.9715
N -1.0667 -5.6134 -1.2993
H -4.1760 -5.9328 -1.9038
H -2.9169 -5.4636 -2.8974
H -0.2939 -5.7820 -0.6720
H -0.8640 -5.2701 -2.2303
C 0.4652 0.7271 5.0842
O 1.5351 0.4627 5.5385
N -0.3635 1.7159 5.6352
N -0.1135 0.2525 3.9221
H -0.0904 2.0380 6.5495
H -1.3343 1.7266 5.3537
H -0.7229 0.8919 3.4130
H 0.5542 -0.2449 3.3459
C 6.7363 -2.4043 0.7061
O 5.6567 -2.2073 0.1020
N 7.5557 -3.5088 0.5208
N 7.0884 -1.6456 1.7279
H 7.5934 -4.1007 -0.2967
H 8.3340 -3.6244 1.1621
H 6.4986 -0.9032 2.1076
H 8.0055 -1.6074 2.1533
C -0.2264 -0.2522 -0.1058
O -1.2230 0.1722 0.5497
N 0.1371 0.0645 -1.3647
N 0.5737 -1.1527 0.4957
H 1.0896 -0.1321 -1.6454
H -0.5038 0.5801 -1.9621
H 0.2606 -1.4680 1.4061
H 1.2326 -1.6690 -0.0739
```

=====

Winner for stability: arrangement one

=====

Arrangement one

Formula: C3H6O3S
Source: the Open Molecules 2025 dataset
Level of theory: ωB97M-V/def2-TZVPD

Calculated values
Highest occupied orbital energy = 0.0203 Ha
2S+1 = 1
Orbital gap = 5.67 eV
Total charge = -2

```
13
C3H6O3S (ωB97M-V/def2-TZVPD)
O 1.9878 -0.6529 0.1874
C 1.1950 -0.0446 0.9203
O 1.0659 -0.0025 2.2168
C 0.0896 0.7454 0.1696
C -1.3621 0.3245 0.3330
S -2.6730 1.2542 -0.6290
H 0.3474 0.6922 -0.8784
H 0.3087 1.7587 0.5307
H -1.3161 -0.6674 -0.1103
H -1.5472 0.3251 1.3760
H 1.4478 -2.1624 -1.2181
H 2.7692 -1.7481 -1.8063
O 2.0993 -2.3968 -1.9500
```

=====

Arrangement two

Formula: C3H6O3S
Source: the Open Molecules 2025 dataset
Level of theory: ωB97M-V/def2-TZVPD

Calculated values
Highest occupied orbital energy = 0.0076 Ha
2S+1 = 1
Orbital gap = 5.82 eV
Total charge = -2

```
13
C3H6O3S (ωB97M-V/def2-TZVPD)
O -1.4113 2.0629 -1.0229
C -0.4449 1.2332 -0.7232
O 0.9381 1.3654 -0.8887
C -0.8328 0.0188 0.0470
C 0.1186 -1.1891 0.2135
S -0.5434 -2.8250 0.2537
H -1.9357 0.0853 0.4939
H -0.7581 0.0372 -1.1613
H 0.8149 -0.9090 0.9619
H 0.6887 -1.0233 -0.7144
H 2.4750 2.6337 1.8517
H 1.2900 1.7827 0.0051
O 2.1073 1.8487 1.5716
```

=====

Winner for stability: arrangement one